# 1
This record from the Open Molecules 2025 dataset describes C46H50ILuN3OP3Se2 as an isolated structure. The level of theory is ωB97M-V with the def2-TZVPD basis set.

```
! wB97M-V def2-TZVPD RIJCOSX def2/J DEFGRID3
* xyz 2 1
Lu 0.0232 -0.4544 1.1435
Se 1.8894 -0.2430 3.4061
P 3.3126 -1.1585 2.0311
Se 2.0902 -1.9339 0.2935
C 4.1164 -2.6038 2.8297
C 5.4454 -2.4243 3.3827
C 6.0508 -3.4661 4.0706
C 5.4047 -4.6672 4.1743
C 4.1148 -4.8395 3.6878
C 3.5503 -3.8152 2.9234
C 4.6397 -0.1260 1.3868
C 5.0263 1.0807 2.0019
C 6.1125 1.8219 1.4893
C 6.8033 1.3333 0.3972
C 6.5304 0.0738 -0.1347
C 5.4611 -0.6646 0.3527
H 5.9776 -1.4872 3.3077
H 7.1200 -3.4178 4.3538
H 5.9754 -5.4245 4.7424
H 3.5495 -5.7482 3.8088
H 2.5659 -4.0828 2.4509
H 4.4692 1.3115 2.8704
H 6.3587 2.7129 2.0138
H 7.6910 1.8341 0.0010
H 7.0873 -0.2516 -1.0081
H 5.1682 -1.5791 -0.2012
I -1.8921 -0.8738 3.6446
C -2.5345 0.6130 2.3545
C -2.3713 1.8639 2.7714
C -3.2828 2.8994 2.2759
C -4.3724 2.5349 1.5215
C -4.4993 1.2123 1.0855
C -5.5340 0.8489 0.2079
C -5.5939 -0.3947 -0.4128
C -4.5717 -1.3254 -0.1845
C -3.5494 -1.0260 0.6583
P -2.0479 -2.1198 0.5549
C -2.3827 -3.6939 1.3813
C -3.4386 -3.9044 2.2434
C -3.7734 -5.1887 2.8001
C -2.9597 -6.2497 2.4739
C -1.8972 -6.0208 1.6245
C -1.6046 -4.7741 1.0634
C -2.0121 -2.5944 -1.1481
C -1.2163 -1.8888 -1.9855
C -1.2451 -2.1915 -3.3396
C -2.1426 -3.0984 -3.8618
C -2.9374 -3.7803 -3.0329
C -2.8887 -3.5120 -1.6702
C -3.5783 0.2102 1.3957
H -1.5503 2.1624 3.4268
H -3.1704 3.9583 2.5347
H -5.1564 3.2797 1.1658
H -6.0631 1.7074 -0.0964
H -6.3640 -0.6899 -1.0640
H -4.6993 -2.2844 -0.7093
H -4.1263 -3.1615 2.5266
H -4.6033 -5.2451 3.4994
H -3.2177 -7.3147 2.7462
H -1.2753 -6.8732 1.4333
H -0.7506 -4.6724 0.3671
H -0.5011 -1.1581 -1.6753
H -0.7273 -1.6047 -4.1018
H -2.1760 -3.2235 -4.9416
H -3.6517 -4.5020 -3.4382
H -3.4978 -4.0806 -0.9860
O -0.1132 1.0832 -0.2260
P -0.2154 2.2649 -1.1559
N -1.8000 2.4679 -1.5192
C -2.4066 1.3789 -2.2576
C -3.5122 1.9858 -3.1067
C -2.9782 3.3460 -3.3676
C -2.3147 3.7270 -2.0896
N 0.8001 1.9275 -2.3733
C 1.1965 2.7917 -3.4917
C 2.5070 2.2369 -4.0478
C 2.3928 0.7535 -3.6291
C 1.5854 0.6514 -2.3614
N 0.2345 3.6436 -0.4013
C -0.6447 4.4998 0.4512
C 0.1092 4.5522 1.7342
C 1.5614 4.6253 1.2591
C 1.6615 3.6777 0.0548
H -2.8134 0.5595 -1.6813
H -1.6232 0.9846 -2.9113
H -4.3641 1.9260 -2.4528
H -3.6314 1.3934 -4.0190
H -3.6488 4.0974 -3.6708
H -2.2638 3.3449 -4.1763
H -3.0252 4.1317 -1.3829
H -1.4934 4.4535 -2.2810
H 1.3814 3.7983 -3.0920
H 0.4562 2.8146 -4.2334
H 3.3986 2.7310 -3.5792
H 2.6416 2.3900 -5.1262
H 3.3541 0.3669 -3.5223
H 1.8208 0.1384 -4.3444
H 2.2545 0.5264 -1.4135
H 0.9761 -0.2497 -2.3057
H -1.6843 4.1256 0.5059
H -0.7002 5.5456 0.0549
H -0.0569 3.6365 2.3149
H -0.1734 5.4928 2.3020
H 2.2523 4.2566 2.0655
H 1.8436 5.6563 0.9479
H 1.9625 2.6698 0.3672
H 2.3958 3.9726 -0.7221
*
```

Summary:
Orbital gap in eV: 7.88
Energy above the lowest of the compared OMol25 structures with the same formula, charge and spin in kcal per mole: 2.2
E_HOMO in eV: -13.21

Mulliken atomic charge list, values in e, 6 entries: -0.063, -0.463, 0.570, -0.294, 0.614, -0.510


# 2
This record from the Open Molecules 2025 dataset describes C6H9NO in the gas phase. The level of theory is ωB97M-V with the def2-TZVPD basis set.

```
! wB97M-V def2-TZVPD RIJCOSX def2/J DEFGRID3
* xyz 0 1
C -0.3479 -1.5070 0.4405
C -1.4489 -0.3529 0.5356
O -1.6260 0.3479 -0.7230
C -0.4643 1.2025 -0.3959
C 0.7747 0.8465 -1.2709
N 1.6273 0.0245 -0.4227
C 0.7960 -0.3713 0.6770
C -0.3085 0.5595 0.9315
H -0.2867 -2.0932 -0.4650
H -0.4594 -2.1252 1.3576
H -2.4695 -0.5673 0.9863
H -0.8398 2.2095 -0.4309
H 1.3669 1.7198 -1.6317
H 0.4005 0.4427 -2.2294
H 2.2315 -0.7193 -0.8040
H 1.4902 -0.7242 1.4970
H -0.4359 1.1076 1.9479
*
```

Summary:
Orbital gap in eV: 9.48
Energy above the lowest of the compared OMol25 structures with the same formula, charge and spin in kcal per mole: 67.4
E_HOMO in eV: -8.46

Mulliken atomic charge list, values in e, 6 entries: -0.783, -0.120, -0.482, -0.039, -0.770, -0.370


# 3
This record from the Open Molecules 2025 dataset describes C4H4Li2O2Pd as an isolated structure. The level of theory is ωB97M-V with the def2-TZVPD basis set.

```
! wB97M-V def2-TZVPD RIJCOSX def2/J DEFGRID3
* xyz 2 3
O -1.9467 -1.1522 -1.7112
C -0.8619 -0.5862 -1.3943
C -0.0101 -0.2759 -0.4710
Li -3.2951 -0.3703 -2.7334
Li -2.1777 -2.1744 -0.1139
H -0.1466 0.5847 -1.6534
C 1.7638 0.6038 1.5126
C 0.5133 1.0671 1.0142
O 2.2128 -0.5513 1.2032
H 2.4862 1.3406 1.8994
H 0.5361 2.1099 0.6693
H -0.2863 0.7912 1.7209
Pd 1.2121 -1.3870 0.0576
*
```

Summary:
Orbital gap (alpha / beta) in eV: 5.76 / 7.81
E_HOMO (alpha / beta) in eV: -14.16 / -16.66
⟨S²⟩: 2.0218

Mulliken atomic charge list, values in e, 6 entries: -0.989, 0.794, -0.701, 0.940, 0.892, 0.318


# 4
This record from the Open Molecules 2025 dataset describes a 2-piece molecular cluster, C4H13N2O overall. The level of theory is ωB97M-V with the def2-TZVPD basis set.

```
! wB97M-V def2-TZVPD RIJCOSX def2/J DEFGRID3
* xyz 1 1
C 0.2387 0.7542 -3.2016
N -0.6682 -0.0353 -2.4172
C -0.2735 0.0983 -1.0028
O -0.8952 -0.9109 -0.0958
H 0.1510 1.7975 -2.8299
H 0.0083 0.7051 -4.3019
H 1.3262 0.4333 -3.1863
H -0.4310 -1.0432 -2.5993
H 0.8237 0.0165 -0.9424
H -0.6109 1.0847 -0.5744
H -1.8504 -0.7382 -0.2006
C 1.4939 0.7188 2.2457
C -0.5174 -0.5572 2.7116
N 0.4369 -0.2482 1.9485
H 1.4917 1.6273 1.5762
H 2.4850 0.2006 2.1137
H 1.4204 1.0204 3.3242
H -0.5869 0.0257 3.6510
H -1.1782 -1.3961 2.4962
H 0.0821 -0.5472 1.0032
*
```

Summary:
Orbital gap in eV: 8.40
Energy above the lowest of the compared OMol25 structures with the same formula, charge and spin in kcal per mole: 83.3
E_HOMO in eV: -13.04

Mulliken atomic charge list, values in e, 6 entries: -0.816, -0.357, -0.606, -0.635, 0.310, 0.291


# 5
This record from the Open Molecules 2025 dataset describes C5H8O2 as an isolated structure. The level of theory is ωB97M-V with the def2-TZVPD basis set.

```
! wB97M-V def2-TZVPD RIJCOSX def2/J DEFGRID3
* xyz 0 1
C 1.8927 -0.4938 0.4784
C 0.5643 0.1744 0.7134
C 0.0448 1.1625 -0.1223
O -1.3390 0.7159 -1.6961
C -1.4310 0.8694 -0.3689
C -1.1322 -0.5376 0.2112
O -1.0823 -1.4429 -0.7354
H 2.5438 0.1408 -0.1333
H 1.7391 -1.4300 -0.0747
H 2.4077 -0.7342 1.4122
H 0.1931 0.1893 1.7370
H 0.5846 1.6501 -0.9311
H -2.2430 1.4679 0.0629
H -1.4876 -0.8814 1.1794
H -1.1967 -0.8023 -1.5529
*
```

Summary:
Orbital gap (alpha / beta) in eV: 8.90 / 8.90
Energy above the lowest of the compared OMol25 structures with the same formula, charge and spin in kcal per mole: 101.2
E_HOMO (alpha / beta) in eV: -9.20 / -9.20

Mulliken atomic charge list, values in e, 6 entries: -1.207, 0.158, -0.632, -0.742, 0.254, -0.273


# 6
This record from the Open Molecules 2025 dataset describes C8H11FNOP in the gas phase. The level of theory is ωB97M-V with the def2-TZVPD basis set.

```
! wB97M-V def2-TZVPD RIJCOSX def2/J DEFGRID3
* xyz 0 1
N -1.6199 -1.7896 1.5707
C -2.2495 -1.0182 0.7164
O -3.2981 -1.3112 0.1974
C -1.6732 0.5475 0.5141
P -2.9604 1.2580 -0.6314
C -0.1937 0.6395 0.1711
C 0.3788 0.1237 -0.9332
C 1.7806 0.1896 -1.3503
C 2.5318 -0.2091 0.0091
F 2.2481 -1.6319 0.0528
C 1.9646 0.4687 1.2234
C 0.6930 0.8877 1.2395
H -0.7211 -1.5147 1.7851
H -1.7337 -2.8264 1.6676
H -1.8331 1.0434 1.4561
H -2.8668 0.0899 -1.5049
H -2.2191 2.0407 -1.3429
H -0.3809 -0.1968 -1.6837
H 2.1742 -0.4418 -2.1313
H 1.8538 1.2524 -1.6826
H 3.6420 -0.1848 0.1138
H 2.6589 0.7293 2.0082
H 0.2536 1.4844 2.1014
*
```

Summary:
Orbital gap in eV: 8.56
Energy above the lowest of the compared OMol25 structures with the same formula, charge and spin in kcal per mole: 45.5
E_HOMO in eV: -8.54

Mulliken atomic charge list, values in e, 6 entries: -0.361, 0.481, -0.596, -0.725, -0.041, 0.719


# 7
This record from the Open Molecules 2025 dataset describes C30H40CrGeN7OSSe as an isolated structure. The level of theory is ωB97M-V with the def2-TZVPD basis set.

```
! wB97M-V def2-TZVPD RIJCOSX def2/J DEFGRID3
* xyz 1 5
Cr 0.7845 1.2058 -0.0940
C 2.6182 0.0304 -3.7981
C 3.6539 -0.8317 -3.4387
C 3.9773 -0.9395 -2.1119
C 3.2635 -0.2257 -1.1362
N 2.2009 0.5401 -1.4802
C 1.9416 0.6770 -2.8018
N 3.7759 -0.3354 0.1412
C 3.2896 0.2384 1.1798
N 2.1260 0.9539 1.3090
C 1.9856 1.3425 2.6173
N 1.0128 1.9577 3.1882
C -0.2048 2.2492 2.6091
C -1.1276 2.8649 3.4730
C -2.4306 3.0489 3.0923
C -2.8213 2.6011 1.8295
C -1.8660 2.0641 1.0109
N -0.5629 1.9235 1.3475
C 3.1621 0.8729 3.3856
C 3.4990 1.0042 4.7167
C 4.6808 0.3985 5.1369
C 5.4795 -0.3180 4.2465
C 5.1286 -0.4411 2.9048
C 3.9594 0.1704 2.4998
H 2.3469 0.1937 -4.8318
H 4.2006 -1.3835 -4.1921
H 4.8002 -1.5465 -1.7635
H 1.1314 1.3403 -3.0594
H -0.7644 3.1467 4.4507
H -3.1464 3.5064 3.7622
H -3.8469 2.6674 1.4949
H -2.1450 1.6971 0.0329
H 2.8692 1.5587 5.4006
H 4.9882 0.4862 6.1710
H 6.3894 -0.7807 4.6064
H 5.7415 -0.9917 2.2029
C -2.5778 -3.3632 -5.2333
Ge -2.6028 -1.4956 -4.6743
C -4.2843 -1.1126 -3.7495
C -2.3909 -0.3434 -6.2388
C -1.0516 -1.1203 -3.4983
Se -1.4250 -0.8707 -1.5972
C -2.0159 -2.6822 -1.2261
H -3.4691 -3.5699 -5.8286
H -2.5771 -4.0361 -4.3745
H -1.7015 -3.5800 -5.8461
H -4.8894 -0.4086 -4.3221
H -4.1027 -0.6968 -2.7589
H -4.8583 -2.0331 -3.6354
H -3.1830 -0.5389 -6.9635
H -1.4335 -0.5426 -6.7245
H -2.4302 0.7133 -5.9665
H -0.5877 -0.1856 -3.8204
H -0.2920 -1.8983 -3.5757
H -2.6996 -3.0098 -2.0066
H -2.5296 -2.6595 -0.2692
H -1.1598 -3.3483 -1.1558
C -2.3709 -1.6561 3.6153
N -0.9665 -1.7221 3.9375
C -0.5189 -2.1693 5.2544
C 1.0114 -2.2284 5.1110
N 1.1889 -1.9484 3.6906
C 0.0410 -1.6867 3.0442
S -0.0783 -1.3801 1.3932
H -2.8405 -2.6389 3.7149
H -2.4739 -1.3125 2.5891
H -2.8760 -0.9570 4.2840
H -0.9516 -3.1454 5.4865
H -0.8367 -1.4665 6.0248
H 1.4095 -3.2085 5.3658
H 1.5126 -1.4784 5.7225
H 2.0813 -1.9101 3.2306
C -2.0084 2.8719 -3.0497
C -0.8932 2.9839 -2.0699
C -0.3502 4.3319 -1.7200
O -0.4374 1.9753 -1.5460
H -2.3508 1.8420 -3.1333
H -2.8315 3.5193 -2.7370
H -1.6711 3.2394 -4.0232
H -0.7645 5.1200 -2.3434
H 0.7374 4.3219 -1.8052
H -0.5907 4.5384 -0.6733
*
```

Summary:
Orbital gap (alpha / beta) in eV: 6.95 / 7.11
Energy above the lowest of the compared OMol25 structures with the same formula, charge and spin in kcal per mole: 0.0
E_HOMO (alpha / beta) in eV: -9.92 / -10.22
⟨S²⟩: 6.0137

Mulliken atomic charge list, values in e, 6 entries: 0.424, -0.747, -0.556, -0.516, 0.111, 0.689


# 8
This record from the Open Molecules 2025 dataset describes C39H39BiOP2 as an isolated structure. The level of theory is ωB97M-V with the def2-TZVPD basis set.

```
! wB97M-V def2-TZVPD RIJCOSX def2/J DEFGRID3
* xyz 2 1
C 1.2417 -3.4723 -2.6606
C 0.1279 -3.8209 -1.8485
C -1.0687 -4.1995 -2.4933
C -1.0805 -4.4302 -3.8723
C 0.0547 -4.1406 -4.6498
C 1.2010 -3.6064 -4.0515
P 0.0308 -2.8840 -0.2824
C -1.4413 -3.5250 0.5859
C -2.5688 -2.7112 0.8009
C -3.7198 -3.2493 1.3743
C -3.7033 -4.5680 1.8340
C -2.5688 -5.3646 1.6840
C -1.4391 -4.8296 1.0737
Bi 0.8959 0.6752 1.1629
P -0.0250 3.0570 0.0340
C -1.1692 3.7162 -1.2766
C -0.6908 4.2504 -2.4998
C -1.5728 4.5257 -3.5539
C -2.9335 4.1998 -3.4370
C -3.3872 3.5009 -2.3102
C -2.4956 3.2267 -1.2640
C -0.4974 3.8374 1.6442
C 0.1628 3.3523 2.7819
C -0.3528 3.5115 4.0658
C -1.5745 4.1700 4.2302
C -2.2881 4.6276 3.1175
C -1.7636 4.4404 1.8314
C 1.6124 3.8183 -0.3764
C 2.7568 2.9967 -0.4099
C 4.0391 3.4975 -0.6374
C 4.2171 4.8731 -0.7604
C 3.1169 5.7268 -0.6484
C 1.8298 5.2056 -0.4714
C 1.4580 -3.5826 0.5898
C 2.1118 -4.7085 0.0879
C 3.2603 -5.1991 0.6911
C 3.7814 -4.5477 1.8057
C 3.1181 -3.4475 2.3619
C 1.9541 -2.9704 1.7567
H 1.0579 2.7263 2.6580
H 0.1465 3.0771 4.9297
H -1.9886 4.2957 5.2294
H -3.2729 5.0841 3.2665
H -2.3788 4.6913 0.9647
H 0.3731 4.3291 -2.6790
H -1.2031 4.9303 -4.4993
H -3.6119 4.3714 -4.2757
H -4.4067 3.1169 -2.2853
H -2.7662 2.5018 -0.5043
H 2.6819 1.9162 -0.1786
H 4.8899 2.8032 -0.6915
H 5.2222 5.2586 -0.9089
H 3.2684 6.8051 -0.6913
H 0.9923 5.8771 -0.3324
H 1.6940 -5.2063 -0.7800
H 3.7327 -6.0875 0.2702
H 4.6833 -4.9440 2.2684
H 3.5155 -2.9723 3.2618
H 1.4126 -2.1157 2.1738
H -2.5328 -1.6703 0.4954
H -4.6340 -2.6575 1.4985
H -4.5868 -4.9979 2.3074
H -2.5364 -6.3938 2.0491
H -0.5283 -5.4044 0.9682
H -2.0029 -4.2133 -1.9304
H -1.9820 -4.8316 -4.3502
H 0.0605 -4.3814 -5.7145
H 2.0141 -3.2226 -4.6816
H 2.0327 -2.8436 -2.2474
H -0.2739 -1.5165 -3.1767
H 0.4714 -1.4750 -3.1573
C 0.3762 -0.1865 4.3497
C -0.7924 -0.6655 3.4906
C -2.2483 -0.3269 3.9431
O -0.7127 -0.1491 2.1640
H 0.3737 0.9280 4.3882
H 1.3588 -0.5089 3.9371
H 0.2405 -0.6067 5.3737
H -0.7757 -1.7973 3.5371
H -2.4046 0.7716 3.9359
H -2.9419 -0.7751 3.2050
H -2.3898 -0.7449 4.9645
*
```

Summary:
Orbital gap (alpha / beta) in eV: 6.82 / 4.46
E_HOMO (alpha / beta) in eV: -13.99 / -13.13

Mulliken atomic charge list, values in e, 6 entries: -0.832, 0.736, -0.751, -0.667, -0.320, -0.512


Record-wise electronic energy values, in eV: -255304.17658; -9902.68220; -12173.42411; -9377.97049; -9405.44203; -24015.84677; -205354.78415; -67522.46580
Record-wise max |F| values, in eV/Å: 3.672; 5.105; 9.425; 3.038; 0.474; 4.266; 0.644; 2.435